Formula: C6H8OS
Source: the OMol25 dataset
Level of theory: ωB97M-V with the def2-TZVPD basis set

Calculated values
* Kohn-Sham gap: 9.129 eV
* calculated total energy: -19231.0189 eV
* largest force on an atom: 3.63 eV Å⁻¹
* molar mass: 128.20 g/mol
* LUMO energy: 0.000 hartree
* energy relative to the best compared isomer or geometry (same formula, charge and spin): 313.09 kJ/mol

Geometry as XYZ:
```
16
Properties=species:S:1:pos:R:3:forces:R:3:nbo_charge:R:1
C -1.707 -1.931 -0.173 1.58 1.94 0.85 -0.20
C -0.248 -1.591 -0.236 0.37 -1.07 -1.66 -0.22
C -2.395 -0.846 0.167 1.99 -0.06 -0.87 -0.38
C 0.064 -0.320 -0.006 2.94 1.24 1.01 -0.23
C 1.701 1.682 -0.582 2.12 1.26 -1.51 -0.63
C 1.483 0.526 0.346 -2.33 -2.64 -0.87 -0.41
O -1.398 0.993 1.766 0.31 0.69 0.47 -0.97
S -1.347 0.643 0.327 -1.72 -0.93 -0.04 1.25
H -2.104 -2.909 -0.215 -0.28 -0.86 -0.44 0.22
H 0.460 -2.289 -0.716 -0.19 0.17 0.83 0.22
H -3.417 -0.820 0.154 -2.43 0.51 0.45 0.22
H 1.103 2.413 -0.117 -0.78 1.74 -0.37 0.21
H 1.509 1.597 -1.697 -0.31 -0.38 1.49 0.22
H 2.795 2.102 -0.596 -1.85 -0.93 0.55 0.21
H 1.136 0.885 1.372 1.48 -0.61 -1.01 0.25
H 2.365 -0.136 0.205 -0.89 -0.07 1.11 0.23
```
Forces are in eV/Å.